No. 1
10
Properties=species:S:1:pos:R:3:forces:R:3:mulliken_charge:R:1 method="wB97M-V/def2-TZVPD" energy_ha=-305.13087 e_homo_ev=-10.646 orbital_gap_ha=0.3486
O 1.697 0.455 0.340 0.043 0.206 -0.180 -0.510
C 0.882 -0.552 -0.206 -0.153 -0.323 -0.083 -0.542
C -0.508 -0.029 -0.536 -0.328 0.083 -0.418 0.522
C -1.255 0.130 -1.583 0.629 -0.103 0.241 -0.289
C -1.409 0.336 0.654 -0.147 -0.208 0.620 -0.036
O -1.455 -0.395 1.606 0.122 0.392 -0.363 -0.423
H 1.898 1.093 -0.358 0.007 -0.059 0.142 0.338
H 0.773 -1.314 0.570 -0.042 0.082 -0.120 0.286
H 1.332 -1.014 -1.093 -0.141 0.107 0.126 0.290
H -1.956 1.290 0.605 0.009 -0.177 0.035 0.364


No. 2
10
Properties=species:S:1:pos:R:3:forces:R:3:mulliken_charge:R:1 method="wB97M-V/def2-TZVPD" energy_ha=-305.01447 e_homo_ev="-8.968 / -8.697" orbital_gap_ha="0.3174 / 0.2706"
C 1.716 0.287 -2.129 -0.742 0.151 -0.382 0.646
C 1.125 -1.004 -2.143 0.868 -0.970 1.346 -0.163
C 0.241 0.423 -1.797 -0.824 -0.845 1.005 -0.145
C -0.506 0.567 0.682 -1.427 0.460 -0.928 -0.793
O 2.670 0.976 -2.070 1.155 0.267 0.174 -0.464
O -0.192 -0.676 -2.518 -0.357 0.093 0.043 -0.180
H 1.377 -1.863 -1.425 -0.747 1.424 -1.070 0.201
H 0.373 0.010 0.757 1.581 -0.177 0.401 0.312
H -1.378 -0.097 0.881 0.395 1.064 -0.474 0.280
H -0.552 1.680 0.787 0.098 -1.465 -0.116 0.306


No. 3
10
Properties=species:S:1:pos:R:3:forces:R:3:mulliken_charge:R:1 method="wB97M-V/def2-TZVPD" energy_ha=-305.10553 e_homo_ev=-8.731 orbital_gap_ha=0.3510
O -1.179 1.546 0.355 0.045 -0.010 -0.286 -0.538
C -0.402 0.514 0.865 -0.011 -0.208 0.252 0.074
C -0.423 -0.771 0.097 -0.509 -0.252 0.216 -0.009
O -0.545 -0.459 -1.280 0.041 0.046 0.184 -0.401
C 1.024 0.210 0.411 0.070 0.066 -0.179 -0.463
C 0.814 -0.382 -0.837 0.460 0.003 -0.138 -0.043
H -1.145 1.481 -0.612 -0.072 0.050 0.141 0.341
H -0.537 0.471 1.943 0.056 0.021 -0.170 0.357
H -0.537 -1.804 0.411 0.028 0.171 -0.104 0.351
H 1.506 -1.011 -1.391 -0.107 0.112 0.084 0.331